Formula: C24H46N2O3S
Source: OMol25
Level of theory: the ωB97M-V functional and the def2-TZVPD basis

CARTESIAN COORDINATES (ANGSTROEM)
1 C 1.43670 3.48532 -2.41394
2 C 2.30135 2.39326 -3.04577
3 C 3.78823 2.52722 -2.73741
4 C 4.17622 2.31019 -1.27092
5 C 4.40846 0.82744 -0.93172
6 C 4.17511 0.45281 0.52748
7 C 2.72287 0.58792 1.08009
8 C 1.60444 0.72730 0.05550
9 C 0.23159 0.26284 0.60616
10 C -0.67400 1.42385 0.98737
11 C -2.11858 1.03052 1.32713
12 C -3.08653 1.16692 0.13772
13 C -2.74578 0.19224 -0.97483
14 C -2.36945 0.68474 -2.26055
15 C -2.01165 -0.16407 -3.26295
16 C -2.03008 -1.55762 -3.01973
17 N -1.69262 -2.53020 -3.87322
18 S -1.87574 -3.91411 -3.12010
19 N -2.38858 -3.39677 -1.66989
20 C -2.42936 -2.07000 -1.75456
21 C -2.79404 -1.14811 -0.73338
22 H 0.42786 3.10720 -2.26143
23 H 1.81495 3.81350 -1.45045
24 H 1.36244 4.35511 -3.05897
25 H 2.15449 2.46615 -4.12189
26 H 1.93622 1.40945 -2.76628
27 H 4.09273 3.53895 -3.00826
28 H 4.35012 1.84749 -3.37562
29 H 5.12668 2.82304 -1.13992
30 H 3.46450 2.77790 -0.59849
31 H 5.45903 0.62261 -1.13453
32 H 3.86028 0.18894 -1.61917
33 H 4.47212 -0.58455 0.64933
34 H 4.82591 1.06870 1.14199
35 H 2.51920 -0.30938 1.65683
36 H 2.68320 1.40897 1.79208
37 H 1.79865 0.15275 -0.84169
38 H 1.46628 1.76802 -0.21497
39 H 0.35884 -0.37078 1.48064
40 H -0.23956 -0.36948 -0.14100
41 H -0.24119 1.86866 1.87885
42 H -0.70102 2.19710 0.21845
43 H -2.47849 1.72973 2.08358
44 H -2.19561 0.03816 1.75678
45 H -4.08122 0.89790 0.48780
46 H -3.04602 2.18967 -0.22172
47 H -2.36212 1.75012 -2.42045
48 H -1.71703 0.18169 -4.24091
49 H -3.09439 -1.54728 0.22368
50 C -0.66769 4.28541 4.95575
51 C 0.26153 3.08636 5.00559
52 O 1.15587 3.06475 3.89600
53 H -1.24210 4.28127 4.02863
54 H -1.36086 4.28050 5.79827
55 H -0.09782 5.21716 4.98470
56 H -0.30895 2.15992 4.95854
57 H 0.83592 3.08644 5.93792
58 H 1.68126 3.86995 3.92399
59 C -5.96700 -2.62563 3.29583
60 C -4.61131 -2.25745 3.86904
61 O -4.00011 -1.19395 3.14075
62 H -5.87001 -2.91461 2.24892
63 H -6.41489 -3.45297 3.84790
64 H -6.64937 -1.77328 3.33997
65 H -3.92842 -3.10278 3.80755
66 H -4.70303 -1.97124 4.92199
67 H -4.57898 -0.42724 3.19222
68 C 1.47749 -5.54109 -3.83911
69 C 1.99839 -6.85163 -3.27860
70 O 2.49559 -6.70000 -1.95158
71 H 2.26446 -4.78629 -3.83312
72 H 1.11796 -5.66496 -4.86222
73 H 0.65385 -5.16174 -3.22958
74 H 2.82971 -7.22025 -3.87724
75 H 1.21043 -7.61280 -3.28842
76 H 1.77264 -6.38590 -1.40040

Summary:
HOMO energy: -8.7 eV
2S+1: 1
E_tot: -1675.4507 Eh